# 1
100
Properties=species:S:1:pos:R:3:forces:R:3 method="wB97M-V/def2-TZVPD" e_homo_ev=-7.97 energy_ev=-83287.1855
K 1.403 -2.433 -1.282 0.05 0.37 0.60
Cd 0.663 1.019 1.062 -1.54 3.59 -0.08
S 2.911 -0.304 0.956 5.39 -1.45 0.73
O 2.013 0.052 -0.155 0.12 -0.24 -4.67
O 3.175 -1.750 0.945 -0.93 0.17 -0.19
O 4.162 0.452 1.016 -0.94 -0.22 -0.70
O 2.047 0.140 2.049 2.04 -1.80 5.25
B -1.292 -0.361 -0.098 -0.66 0.28 0.08
F -0.866 -0.937 -1.251 -0.24 -0.67 -1.28
F -0.959 1.023 -0.132 -1.78 1.65 -2.20
F -2.571 -0.434 0.287 -1.69 -0.49 -0.44
F -0.520 -0.828 0.928 0.76 -2.22 1.61
C -2.690 -4.295 5.475 -0.25 -0.05 0.30
C -3.291 -2.910 5.486 -0.53 0.66 0.30
N -4.242 -2.749 4.412 -0.17 0.20 0.05
C -5.441 -1.937 4.672 -0.21 -1.39 0.52
C -6.299 -2.681 5.744 0.46 0.60 0.00
C -3.542 -2.418 3.188 -0.36 -0.25 -0.48
C -4.300 -3.076 2.045 0.36 0.05 -1.05
H -3.512 -4.957 5.746 0.16 -0.26 0.11
H -1.905 -4.353 6.229 0.13 -0.25 -0.13
H -2.343 -4.632 4.498 0.23 0.24 0.03
H -3.786 -2.766 6.447 -0.06 -0.05 0.02
H -2.582 -2.084 5.423 0.69 0.02 0.09
H -5.249 -0.905 4.965 0.31 0.28 0.25
H -5.992 -1.880 3.733 -0.07 -0.05 0.04
H -6.414 -3.730 5.471 -0.18 0.12 -0.14
H -5.814 -2.665 6.720 0.31 -0.06 -0.04
H -7.258 -2.216 5.973 -0.16 0.03 -0.54
H -2.518 -2.792 3.199 -0.08 -0.64 0.21
H -3.310 -1.356 3.101 -0.70 0.62 -0.30
H -3.909 -2.878 1.047 0.49 0.23 0.05
H -5.347 -2.798 1.923 -0.07 0.01 0.57
H -4.218 -4.154 2.185 -0.27 -0.02 0.09
C -0.631 3.041 -3.220 -0.20 2.35 0.84
C 0.493 4.101 -3.442 0.03 -1.27 -0.22
N 1.637 3.614 -4.169 1.90 -0.32 0.09
C 1.487 3.187 -5.567 -1.44 0.15 0.61
C 0.846 4.267 -6.449 1.32 0.24 0.44
C 2.522 2.740 -3.369 1.41 0.50 -0.18
C 3.952 2.624 -3.961 -0.41 -0.33 -0.11
H -0.267 2.219 -2.603 -0.10 -0.44 -0.72
H -1.309 2.880 -4.058 0.52 -0.71 -0.15
H -1.251 3.612 -2.530 -0.55 -0.20 0.30
H 0.169 5.043 -3.885 -0.45 -0.18 -0.05
H 0.846 4.355 -2.443 0.14 0.12 0.02
H 0.778 2.360 -5.600 0.13 -0.71 -0.12
H 2.457 2.884 -5.961 -0.19 -0.02 0.06
H 1.652 4.979 -6.624 -0.28 0.50 -0.11
H 0.039 4.760 -5.907 -0.10 -0.06 -0.39
H 0.538 3.896 -7.427 -0.20 -0.14 0.21
H 2.712 3.150 -2.377 -0.50 0.60 0.04
H 2.212 1.726 -3.115 -0.74 -0.33 -0.44
H 4.650 2.162 -3.263 -0.18 0.09 0.36
H 3.978 1.950 -4.817 -0.01 0.20 -0.30
H 4.353 3.601 -4.231 -0.10 -0.01 -0.12
C 1.046 -0.595 -4.467 -1.22 -0.04 -1.30
C 2.495 -0.979 -4.486 0.04 0.06 0.82
N 2.625 -2.238 -3.744 1.65 -1.46 -0.61
C 4.085 -2.406 -3.454 -0.57 1.34 1.07
C 4.312 -1.653 -2.157 1.56 -0.27 0.11
C 2.223 -3.399 -4.573 0.01 0.60 0.67
C 2.081 -4.697 -3.724 -0.50 0.34 -0.98
H 0.799 0.430 -4.742 0.37 0.14 0.46
H 0.508 -0.905 -3.571 0.31 0.43 0.30
H 0.530 -1.145 -5.254 -0.10 -0.23 -0.17
H 2.932 -1.059 -5.482 -0.23 -0.20 -0.47
H 3.130 -0.230 -4.014 -0.19 0.01 0.35
H 4.486 -3.413 -3.331 -0.75 -0.30 -0.07
H 4.721 -1.969 -4.224 -0.21 0.14 -0.51
H 4.038 -2.248 -1.286 -0.02 0.19 0.06
H 5.392 -1.512 -2.107 0.15 0.13 0.51
H 3.887 -0.653 -2.081 -0.27 -0.16 -0.16
H 2.962 -3.433 -5.374 0.06 -0.68 -0.29
H 1.276 -3.110 -5.028 -0.14 -0.52 -0.06
H 2.834 -4.892 -2.960 0.14 0.39 -0.11
H 2.069 -5.571 -4.375 0.11 0.00 -0.10
H 1.091 -4.702 -3.268 -0.03 0.06 0.27
C -1.132 4.038 1.745 1.22 -1.75 -0.27
C -1.372 2.738 2.512 -2.16 0.12 1.38
N -0.348 1.737 2.823 0.18 0.11 2.26
C 0.809 2.333 3.552 -0.21 2.65 0.36
C 0.552 3.014 4.957 0.60 -0.80 -0.75
C -0.889 0.711 3.781 -0.99 0.86 -0.70
C 0.008 -0.403 4.073 0.92 -1.57 1.06
H -0.302 4.644 2.108 -0.29 0.13 0.28
H -2.080 4.575 1.722 0.29 0.02 -0.29
H -0.811 3.633 0.785 -0.24 0.85 -0.75
H -1.911 3.024 3.415 0.30 0.01 0.71
H -2.173 2.183 2.026 0.14 -0.07 -0.56
H 1.686 1.700 3.684 -0.46 -0.25 -0.58
H 1.051 3.143 2.864 0.76 0.12 0.12
H 1.293 3.798 5.117 0.07 0.06 -0.31
H -0.424 3.476 5.107 -0.04 -0.34 0.01
H 0.818 2.256 5.693 -0.63 0.12 0.39
H -1.749 0.156 3.408 -0.59 1.02 -0.37
H -1.141 1.220 4.712 -0.31 0.29 -0.17
H 1.064 -0.192 4.239 -0.11 -0.07 -0.47
H -0.194 -1.191 3.347 0.82 -0.09 0.03
H -0.341 -0.772 5.038 -0.06 -0.37 0.09

***

# 2
102
Properties=species:S:1:pos:R:3:forces:R:3 method="wB97M-V/def2-TZVPD" e_homo_ev=-8.41 energy_ev=-64166.3819
Na 1.078 -1.608 0.914 -0.61 -0.03 -0.26
B -0.948 -0.179 -0.552 -0.26 -0.19 0.39
F -1.451 -1.391 0.001 0.38 -0.06 0.20
F -1.875 0.303 -1.457 0.36 0.17 0.07
F -0.638 0.703 0.506 -0.29 -0.10 -0.11
F 0.309 -0.486 -1.139 0.16 -0.45 -0.05
C 1.571 -7.102 0.163 0.43 0.06 -0.07
O 2.058 -5.772 0.256 -0.56 0.08 0.28
C 1.288 -4.786 -0.433 1.76 -0.07 -0.55
C -0.079 -4.593 0.110 -1.17 -0.26 0.90
N -0.008 -4.068 1.481 0.56 1.28 -0.65
C -1.286 -3.699 2.069 -0.40 -1.01 0.29
C -1.128 -2.826 3.287 -0.25 0.56 -0.33
O -0.545 -3.461 4.394 0.11 -0.12 0.16
C -1.353 -4.468 4.978 0.09 -0.15 -0.50
H 1.916 -7.567 -0.766 -0.10 -0.01 -0.03
H 0.485 -7.175 0.221 -0.03 0.03 0.01
H 2.004 -7.638 1.006 -0.04 -0.08 -0.05
H 1.368 -4.950 -1.515 -0.61 -0.28 0.03
H 1.909 -3.889 -0.294 -0.31 0.11 0.11
H -0.653 -5.530 0.130 0.12 -0.05 -0.32
H -0.687 -3.912 -0.490 0.27 0.16 -0.09
H 0.556 -4.666 2.071 -0.14 -0.09 0.08
H -1.856 -4.593 2.378 0.03 0.03 -0.11
H -1.931 -3.214 1.338 0.27 0.19 -0.11
H -2.112 -2.394 3.527 0.04 -0.16 0.20
H -0.484 -1.971 3.050 0.03 -0.03 0.09
H -0.935 -4.676 5.957 -0.18 0.08 0.13
H -1.329 -5.399 4.396 0.08 0.05 0.03
H -2.402 -4.156 5.017 0.04 0.09 0.30
C 3.169 2.465 -5.761 0.05 -0.23 -0.03
O 2.463 1.642 -4.864 0.34 0.31 0.31
C 1.071 1.850 -4.928 -0.24 -0.63 -1.59
C 0.409 1.248 -3.729 0.06 0.85 0.64
N 0.586 2.098 -2.531 -0.22 -0.61 -0.31
C -0.121 3.364 -2.607 -0.37 -0.07 0.08
C -0.235 3.932 -1.211 0.41 0.43 0.49
O -0.939 5.168 -1.228 0.37 -0.10 -0.29
C -1.973 5.249 -0.303 -0.73 -0.12 0.51
H 4.237 2.281 -5.649 -0.03 -0.05 0.23
H 2.966 3.517 -5.537 0.01 0.05 -0.26
H 2.927 2.214 -6.803 -0.18 0.25 0.03
H 0.709 1.335 -5.842 -0.07 -0.06 0.24
H 0.805 2.894 -5.141 0.19 0.15 0.55
H 0.876 0.282 -3.544 -0.07 -0.02 0.08
H -0.664 1.094 -3.909 0.02 -0.05 -0.25
H 0.128 1.566 -1.802 0.31 0.13 0.21
H -1.147 3.270 -3.009 0.09 -0.06 -0.08
H 0.416 4.069 -3.243 0.01 0.04 0.02
H 0.768 4.115 -0.799 -0.01 -0.01 -0.13
H -0.706 3.237 -0.508 -0.19 -0.17 -0.28
H -1.696 4.916 0.708 0.27 0.12 -0.08
H -2.841 4.630 -0.580 0.08 0.08 -0.16
H -2.292 6.289 -0.241 0.00 -0.01 -0.05
C -5.403 -2.944 1.379 0.04 0.24 -0.24
O -4.655 -3.545 0.344 0.20 -0.25 0.57
C -4.383 -2.634 -0.688 -0.42 0.48 -0.16
C -3.803 -3.380 -1.854 -0.64 -0.56 -1.18
N -3.269 -2.507 -2.911 -0.15 -0.22 0.60
C -4.308 -1.790 -3.639 -0.98 0.90 0.52
C -3.760 -1.111 -4.874 -0.09 -0.09 -0.10
O -4.786 -0.328 -5.453 -0.27 0.17 0.22
C -4.291 0.791 -6.130 0.11 0.18 -0.90
H -6.435 -2.767 1.050 0.03 0.09 0.03
H -4.941 -1.986 1.646 -0.14 0.00 0.17
H -5.429 -3.594 2.250 0.13 -0.14 -0.06
H -3.732 -1.801 -0.389 0.09 -0.21 0.32
H -5.331 -2.175 -1.010 0.05 0.06 0.01
H -4.638 -3.947 -2.284 0.17 -0.08 -0.11
H -3.086 -4.155 -1.576 0.30 0.34 0.30
H -2.756 -1.792 -2.397 0.34 -0.02 -0.39
H -4.779 -1.007 -3.013 0.35 0.16 -0.13
H -5.209 -2.365 -3.886 0.56 -0.68 -0.18
H -3.436 -1.846 -5.619 0.31 -0.01 0.17
H -2.923 -0.467 -4.577 0.11 -0.12 -0.10
H -3.664 0.514 -6.995 0.19 -0.12 0.32
H -3.725 1.458 -5.471 0.01 -0.01 0.02
H -5.113 1.341 -6.591 -0.20 -0.04 0.40
C 0.351 2.822 2.835 -0.60 -0.27 0.21
O 1.359 2.823 3.814 0.19 0.19 0.21
C 2.360 3.765 3.510 0.45 -0.01 -0.49
C 3.480 3.792 4.532 -1.14 0.83 0.93
N 4.247 2.570 4.564 0.54 -0.13 -0.35
C 5.300 2.496 3.560 0.85 0.24 0.26
C 6.645 3.083 3.994 -0.11 0.36 -0.32
O 6.518 4.487 4.129 -0.51 0.27 0.41
C 7.420 5.067 5.036 0.03 -0.22 0.46
H 0.664 2.336 1.906 0.09 0.14 -0.04
H -0.038 3.826 2.619 0.26 0.07 -0.05
H -0.491 2.263 3.249 0.09 -0.13 -0.09
H 1.915 4.768 3.451 0.06 -0.01 -0.07
H 2.797 3.524 2.525 -0.17 0.13 -0.02
H 2.991 4.004 5.495 0.11 -0.67 0.04
H 4.036 4.730 4.409 0.40 -0.27 -0.52
H 4.681 2.381 5.457 -0.35 0.18 0.19
H 5.040 3.061 2.664 -0.37 -0.31 -0.11
H 5.519 1.451 3.316 -0.27 0.01 -0.25
H 7.389 2.906 3.205 0.09 -0.38 0.19
H 6.974 2.638 4.942 0.06 -0.03 -0.06
H 8.417 5.122 4.591 0.12 0.07 0.23
H 7.440 4.507 5.984 0.26 -0.20 -0.24
H 7.082 6.054 5.354 -0.09 0.13 -0.57

***

# 3
106
Properties=species:S:1:pos:R:3:forces:R:3 method="wB97M-V/def2-TZVPD" e_homo_ev=-8.81 smiles="ClC(Cl)Cl.ClC(Cl)Cl.CNC(C)=O.CNC(C)=O.CNC(C)=O.CNC(C)=O.CNC(C)=O.CNC(C)=O.CO.CO.CO.CO" energy_ev=-130412.2102
Cl 5.719 2.478 1.870 0.11 -0.08 0.34
C 4.513 3.606 1.301 -0.13 0.76 0.28
Cl 4.528 3.707 -0.420 0.04 0.13 -0.90
Cl 4.657 5.233 2.006 0.41 -0.01 0.13
H 3.526 3.338 1.603 -0.43 -0.67 0.15
Cl 3.443 -2.771 -3.372 0.29 -0.07 0.11
C 1.729 -2.913 -3.752 0.17 -0.27 -0.73
Cl 1.203 -1.378 -4.526 0.01 -0.73 -0.06
Cl 0.789 -3.186 -2.314 -0.27 -0.15 0.37
H 1.640 -3.818 -4.410 -0.20 1.30 0.39
C -1.302 1.032 3.944 -0.89 1.09 -1.65
N 0.033 1.421 3.587 3.13 -1.61 0.08
C 1.141 0.524 3.733 -2.62 1.22 -0.09
C 2.487 0.971 3.260 0.61 0.02 -1.34
O 0.996 -0.587 4.243 -0.15 0.53 -0.34
H -1.798 0.455 3.132 0.13 0.48 0.26
H -1.863 1.978 4.119 0.12 -0.88 0.03
H -1.320 0.396 4.780 0.18 -0.54 1.32
H 0.210 2.283 3.080 -0.10 -0.30 0.06
H 2.712 0.506 2.236 -0.55 0.58 1.34
H 3.171 0.458 3.958 0.11 0.86 -0.31
H 2.596 2.088 3.132 -0.01 -1.26 0.55
C 0.150 -7.228 1.330 -0.27 0.05 -0.73
N -1.196 -7.368 1.878 0.88 -0.63 0.48
C -1.431 -8.340 2.844 0.58 1.52 -1.58
C -2.823 -8.207 3.341 -0.88 1.68 0.52
O -0.586 -9.154 3.160 -0.28 -0.09 0.20
H 0.167 -6.402 0.576 -0.02 -0.46 0.85
H 0.388 -8.139 0.770 0.16 0.06 0.15
H 0.928 -7.101 2.104 -0.40 0.13 -0.28
H -1.853 -6.609 1.762 0.17 -0.04 0.12
H -3.515 -8.554 2.585 -0.16 -0.27 -0.19
H -3.071 -7.081 3.462 0.38 -1.88 0.12
H -2.970 -8.767 4.249 -0.12 -0.04 0.35
C -2.921 -3.681 -0.741 -0.08 -2.41 -1.72
N -2.936 -3.032 0.491 -1.07 1.98 1.52
C -2.855 -3.642 1.689 -0.80 2.63 1.30
C -3.042 -2.718 2.947 0.88 -0.83 -1.00
O -2.669 -4.809 1.842 0.45 -2.59 -0.10
H -2.280 -4.562 -0.563 0.36 0.44 -0.73
H -2.556 -2.971 -1.497 0.07 -0.60 0.02
H -3.854 -4.228 -1.149 0.68 1.39 0.92
H -3.134 -2.032 0.522 0.14 -0.32 -0.07
H -2.171 -2.062 3.004 -0.16 0.14 0.03
H -3.002 -3.381 3.820 -0.35 0.31 -0.26
H -3.945 -2.116 2.871 -0.04 -0.05 0.15
C 2.462 1.923 -2.878 1.92 -0.93 -0.07
N 3.250 0.883 -2.222 0.42 -1.34 2.12
C 3.156 0.654 -0.859 -1.41 -0.51 -1.43
C 4.063 -0.370 -0.233 0.05 1.02 1.10
O 2.265 1.183 -0.155 1.00 -0.22 -1.05
H 1.435 1.814 -2.722 -1.67 -0.26 0.60
H 2.600 1.798 -3.948 0.28 0.41 -0.01
H 2.831 2.832 -2.441 -0.28 0.87 -0.44
H 3.956 0.306 -2.699 -0.79 0.78 0.15
H 4.933 -0.620 -0.830 0.13 0.04 0.08
H 3.573 -1.274 0.152 -0.28 0.28 -0.46
H 4.310 0.187 0.702 0.61 -0.68 -0.57
C -3.065 5.533 -4.201 -1.31 -0.37 1.37
N -1.838 4.876 -3.920 2.73 1.70 1.58
C -0.719 5.431 -3.254 -1.30 -0.13 -1.21
C -0.846 6.846 -2.718 1.85 0.22 -0.06
O 0.304 4.774 -3.127 -0.32 -0.18 0.02
H -3.516 5.161 -5.103 -0.01 -0.15 -0.49
H -2.859 6.574 -4.314 -0.22 0.74 -0.09
H -3.821 5.364 -3.379 0.64 0.39 -0.73
H -1.713 3.923 -4.102 0.05 -1.41 -0.43
H -1.092 7.615 -3.427 -0.38 0.00 -0.72
H 0.099 7.238 -2.254 -0.71 -0.95 -0.37
H -1.596 6.849 -1.981 -1.11 0.08 1.08
C -1.528 1.602 -1.498 1.10 1.49 0.01
N -0.580 0.876 -0.671 -2.65 -0.04 0.14
C -1.116 0.065 0.251 1.17 -0.63 -0.19
C -0.152 -0.893 0.944 -1.50 -0.26 -0.16
O -2.328 0.062 0.428 -0.78 -0.41 0.51
H -2.146 2.300 -0.907 -0.05 -0.70 -0.17
H -2.107 0.948 -2.125 -0.47 -0.24 -0.04
H -0.929 2.267 -2.129 -0.06 -0.14 -0.20
H 0.377 0.917 -0.844 1.81 0.07 -0.07
H -0.160 -1.860 0.370 0.31 0.93 0.51
H -0.550 -1.091 1.944 0.19 -0.07 -0.17
H 0.802 -0.417 1.032 0.78 -0.17 -0.14
C 2.007 -3.341 2.508 0.76 -1.98 0.57
O 2.700 -2.140 2.645 0.32 0.27 -0.74
H 2.019 -3.711 1.468 0.16 0.24 0.30
H 2.499 -4.127 3.172 -0.60 0.62 -0.88
H 0.974 -3.292 2.823 -0.42 0.25 0.09
H 2.223 -1.644 3.309 -0.26 0.53 0.59
C -5.411 -0.445 -0.556 1.31 -0.69 -1.88
O -4.924 0.865 -0.384 0.20 0.03 0.09
H -5.748 -0.848 0.382 -0.32 -0.49 0.30
H -6.182 -0.504 -1.351 0.09 0.40 0.75
H -4.570 -1.082 -1.010 -1.00 0.43 0.85
H -4.040 0.733 0.010 -0.21 0.36 -0.19
C 0.374 3.978 0.035 1.92 -1.60 -0.27
O 1.203 3.372 1.052 0.36 -0.10 0.27
H -0.617 3.624 0.194 -1.06 0.28 0.14
H 0.512 5.051 0.063 -0.23 0.21 0.08
H 0.692 3.594 -0.954 -0.11 0.43 0.34
H 1.708 2.585 0.724 -0.91 0.83 -0.27
C 3.442 4.822 -4.212 0.16 -0.59 1.37
O 3.042 5.246 -2.891 -1.46 -0.20 -0.25
H 3.398 3.695 -4.266 0.12 1.31 -0.38
H 2.808 5.293 -4.940 -0.33 -0.01 -0.64
H 4.479 5.162 -4.379 -0.44 -0.20 0.16
H 2.022 5.200 -2.810 2.14 -0.06 -0.47

***

Number 1: lowest unoccupied orbital energy -0.01 eV, orbital gap 7.962 eV. Number 2: lowest unoccupied orbital energy -0.57 eV, orbital gap 7.845 eV. Number 3: lowest unoccupied orbital energy 0.02 eV, orbital gap 8.831 eV.